[1]
ORCA calculation (ωB97M-V/def2-TZVPD) on 2 unconnected molecules or ions with the total composition C4H11NO in a non-equilibrium geometry.

- Total energy: -288.94967 Ha
- Energy above the lowest of the compared OMol25 structures with the same formula, charge and spin: 42.3 kcal/mol

Geometry as XYZ:
```
17
C4H11NO (ωB97M-V/def2-TZVPD)
C -2.4669 -1.6921 0.5605
C -1.4617 -1.8410 1.4054
O -0.7160 -0.7798 1.8476
H -3.0086 -2.5338 0.1635
H -2.8036 -0.6661 0.4329
H -1.1248 -2.8342 1.6792
H -0.4333 -1.0156 2.7432
C 0.9636 2.2930 -0.9602
C 1.6630 0.9648 -0.6949
N 0.9445 -0.1534 -1.3408
H 1.3327 3.0324 -0.2584
H -0.1141 2.1730 -0.9238
H 1.1921 2.6287 -1.9654
H 1.6747 0.8018 0.3892
H 2.6730 1.0332 -1.1041
H 0.1484 -0.4350 -0.7754
H 1.5370 -0.9757 -1.1987
```

=====

[2]
ORCA calculation (ωB97M-V/def2-TZVPD) on 2 unconnected molecules or ions with the total composition C4H11NO.

- Total energy: -288.98393 Ha
- Energy above the lowest of the compared OMol25 structures with the same formula, charge and spin: 20.8 kcal/mol

Geometry as XYZ:
```
17
C4H11NO (ωB97M-V/def2-TZVPD)
C -0.7675 0.7791 0.7851
C 0.1965 -0.1169 0.0273
C -0.6782 -0.6691 -1.0935
N -2.0356 -0.7311 -0.5272
C -2.0530 -0.0484 0.7667
H -0.4851 1.0192 1.8028
H -0.9256 1.7107 0.2551
H 0.5033 -0.9501 0.6709
H 1.0989 0.4150 -0.2837
H -0.3443 -1.6528 -1.4307
H -0.6827 -0.0089 -1.9646
H -2.3645 -1.6819 -0.4461
H -2.0161 -0.7492 1.6047
H -2.9529 0.5650 0.8716
O 4.2757 0.6135 0.0478
H 3.7872 0.6382 -0.7794
H 4.0074 1.4042 0.5383
```

=====

[3]
ORCA calculation (ωB97M-V/def2-TZVPD) on 2 unconnected molecules or ions with the total composition C4H11NO in a non-equilibrium geometry.

- Total energy: -288.96428 Ha
- Energy above the lowest of the compared OMol25 structures with the same formula, charge and spin: 33.1 kcal/mol

Geometry as XYZ:
```
17
C4H11NO (ωB97M-V/def2-TZVPD)
C -1.1991 1.9745 -0.6527
C -1.3651 0.7125 0.1109
C -0.1419 -0.1199 -0.0765
N 0.8042 1.0114 -0.1338
C 0.2575 1.9944 -1.1263
H -1.3853 2.8652 -0.0223
H -1.7593 2.1082 -1.5981
H -2.3551 0.2540 -0.0762
H -1.2978 0.9385 1.1925
H -0.2366 -0.7917 -0.9512
H -0.0433 -0.7538 0.8256
H 1.7793 0.6876 -0.1676
H 0.7263 2.9948 -1.0561
H 0.3616 1.6466 -2.1720
O 2.0554 -4.9646 2.2940
H 2.6498 -5.3398 1.6053
H 1.1497 -5.2179 2.0046
```

=====

[4]
ORCA calculation (ωB97M-V/def2-TZVPD) on a single C4H11NO molecule in a non-equilibrium geometry.

- Total energy: -288.97189 Ha
- Energy above the lowest of the compared OMol25 structures with the same formula, charge and spin: 28.3 kcal/mol

Geometry as XYZ:
```
17
C4H11NO (ωB97M-V/def2-TZVPD)
C -2.3128 -0.5441 0.0353
C -1.1487 0.3665 -0.4852
C 0.0680 0.5070 0.4277
O 0.9763 1.4906 -0.0715
C 0.8526 -0.7418 0.6540
N 1.7959 -1.1090 -0.4622
H -1.9942 -1.5700 0.1817
H -3.0333 -0.6026 -0.7678
H -2.8458 -0.1944 0.9852
H -1.5863 1.3703 -0.7185
H -0.8088 0.0470 -1.5043
H -0.3722 0.8419 1.4137
H 0.5446 2.3823 -0.0211
H 1.4083 -0.5237 1.6194
H 0.0717 -1.5873 0.8680
H 1.2724 -1.6212 -1.2528
H 2.2073 -0.2293 -0.7866
```

=====

[5]
ORCA calculation (ωB97M-V/def2-TZVPD) on 2 unconnected molecules or ions with the total composition C4H11NO in a non-equilibrium geometry.

- Total energy: -289.01179 Ha
- Energy above the lowest of the compared OMol25 structures with the same formula, charge and spin: 3.3 kcal/mol

Geometry as XYZ:
```
17
C4H11NO (ωB97M-V/def2-TZVPD)
C -0.9600 2.0713 0.2151
C -0.8660 1.9979 -1.2773
N -1.4044 0.8624 -1.8292
O -0.3585 2.8531 -1.9685
H -0.2035 1.4800 0.7357
H -1.9199 1.7503 0.6298
H -0.8402 3.1009 0.5310
H -1.2229 0.6456 -2.7966
H -1.7366 0.1172 -1.2378
C 0.7967 -1.3672 1.3236
C 1.5795 -2.3607 0.4631
H 1.3428 -0.4216 1.3649
H -0.1931 -1.1964 0.9012
H 0.6814 -1.7080 2.3487
H 2.6413 -2.2094 0.5544
H 1.3500 -2.2127 -0.5999
H 1.3134 -3.4026 0.6417
```

=====

[6]
ORCA calculation (ωB97M-V/def2-TZVPD) on 2 unconnected molecules or ions with the total composition C4H11NO in a non-equilibrium geometry.

- Total energy: -288.87927 Ha
- Energy above the lowest of the compared OMol25 structures with the same formula, charge and spin: 86.4 kcal/mol

Geometry as XYZ:
```
17
C4H11NO (ωB97M-V/def2-TZVPD)
H 0.5137 1.3768 -1.9489
N 0.4409 1.6263 -0.9670
C 0.0366 0.7077 -0.1886
C -0.1721 1.0094 1.2662
C -1.2921 -0.3343 -0.7546
O -1.9074 -1.2062 0.1512
H 0.6652 1.5980 1.6354
H -0.2564 0.0844 1.8354
H -1.0813 1.5968 1.4029
H -1.9813 0.4409 -1.1096
H -0.9661 -0.9029 -1.6287
H -2.3815 -0.6890 0.8114
C 1.7243 -1.0540 -0.0744
H 0.4713 -0.8496 -0.2886
H 2.3222 -0.1762 0.1441
H 2.0278 -1.4688 -1.0310
H 1.8361 -1.7594 0.7448
```

=====

[7]
ORCA calculation (ωB97M-V/def2-TZVPD) on 2 unconnected molecules or ions with the total composition C4H11NO in a non-equilibrium geometry.

- Total energy: -288.91600 Ha
- Energy above the lowest of the compared OMol25 structures with the same formula, charge and spin: 63.4 kcal/mol

Geometry as XYZ:
```
17
C4H11NO (ωB97M-V/def2-TZVPD)
C -1.6113 -0.9115 0.9218
C -1.4592 -1.9741 0.1393
O -0.2383 -2.6591 0.1726
H -2.4175 -0.2134 0.6887
H -0.7902 -0.6204 1.5525
H -2.0889 -2.4041 -0.6237
H -0.2846 -3.4408 0.7451
C 0.3796 1.7450 -1.2646
N 0.6770 1.7773 0.1749
C 1.2525 0.4292 0.5365
H -0.1689 0.8672 -1.5967
H 1.2393 1.7984 -1.9602
H -0.1026 2.7063 -1.4606
H 1.4272 2.4521 0.2840
H 2.1856 0.2026 -0.0438
H 1.4640 0.5050 1.5963
H 0.5364 -0.2595 0.1379
```

=====

Number 1: lowest unoccupied orbital energy 0.68 eV. Number 2: lowest unoccupied orbital energy 0.80 eV. Number 3: lowest unoccupied orbital energy 0.83 eV. Number 4: lowest unoccupied orbital energy 0.84 eV. Number 5: lowest unoccupied orbital energy 0.77 eV. Number 6: lowest unoccupied orbital energy 0.74 eV. Number 7: lowest unoccupied orbital energy 0.97 eV.